[1]
2 unconnected molecules or ions with the total composition C2H5Br in a non-equilibrium geometry, computed with the ωB97M-V functional and the def2-TZVPD basis.

Properties
Relative energy (zero: lowest compared OMol25 entry of this formula, charge and spin), kJ/mol: 81.8
Kohn-Sham gap, eV: 11.03
E_LUMO, eV: 0.768
2S+1: 1
M, g mol⁻¹: 109.0
SMILES string: C=C.Br

Last column: Mulliken charge in e.
Atoms and positions in Å:
C 0.2030 -0.3698 0.0431  -0.519
C -0.5382 0.6712 0.1392  -0.400
H 0.0202 -1.0682 0.8238  0.263
H 0.5756 -0.7581 -0.8799  0.270
H -0.7655 1.3729 -0.6769  0.186
H -0.9984 0.9453 1.0578  0.215
Br 1.8760 1.4543 -2.5822  -0.223
H 1.1936 1.5102 -3.8360  0.208


[2]
A molecular structure, C2H5Br2P in a non-equilibrium geometry, computed with the ωB97M-V functional and the def2-TZVPD basis.

Properties
Relative energy (zero: lowest compared OMol25 entry of this formula, charge and spin), kJ/mol: 436.7
Kohn-Sham gap, eV: 9.86
E_LUMO, eV: -0.042
2S+1: 1
M, g mol⁻¹: 219.8

Last column: Mulliken charge in e.
Atoms and positions in Å:
C -1.4847 -0.5716 0.5845  -0.684
C 1.5639 0.0986 -0.6102  -0.365
P -2.6525 0.4032 -0.0102  -0.085
Br 1.7436 -1.5034 -1.2946  0.009
Br 3.3224 0.9322 -0.0573  -0.136
H -1.2798 -1.4777 0.1071  0.347
H -0.9187 -0.4424 1.4916  0.420
H 1.2754 0.6897 -1.5768  0.297
H 0.8942 0.3319 0.5620  0.189
H -2.4639 1.5395 0.8040  0.009


[3]
2 unconnected molecules or ions with the total composition C2H5BrNO in a non-equilibrium geometry, computed with the ωB97M-V functional and the def2-TZVPD basis.

Properties
Relative energy (zero: lowest compared OMol25 entry of this formula, charge and spin), kJ/mol: 224.8
Total charge: +1
Kohn-Sham gap, eV: 10.18
E_LUMO, eV: -4.961
2S+1: 1
M, g mol⁻¹: 139.0

Last column: Mulliken charge in e.
Atoms and positions in Å:
C -0.9690 -1.0998 -0.6821  0.451
C 0.0832 -1.4724 0.1633  -0.255
N -0.5471 -0.1440 0.3379  -0.006
O -1.7965 -1.1081 -1.4803  -0.233
Br 1.3453 2.6685 -0.0782  -0.248
H 1.2200 -1.4974 -0.0924  0.291
H -0.1562 -2.2193 0.9700  0.274
H -0.1328 0.7874 0.0632  0.075
H -1.0571 0.2468 1.1099  0.358
H 2.0102 3.8382 -0.3113  0.292


[4]
C2H5BrNO5PS in the gas phase in a non-equilibrium geometry, computed with the ωB97M-V functional and the def2-TZVPD basis.

Properties
Kohn-Sham gap, eV: 9.33
E_LUMO, eV: -0.276
2S+1: 1
M, g mol⁻¹: 266.0
SMILES string: CS(=O)(=O)NC(=O)OP(O)Br

Last column: Mulliken charge in e.
Atoms and positions in Å:
C -2.0955 0.7674 1.5497  -0.840
S -0.4823 -0.0161 1.9731  1.109
O -0.1357 0.2223 3.4286  -0.643
O -0.6704 -1.5145 1.8455  -0.595
N 0.8528 0.5904 1.0593  -0.309
C 0.6468 0.4888 -0.3754  0.635
O -0.3353 0.8938 -1.0063  -0.481
O 1.7135 -0.0892 -1.1267  -0.338
P 1.1413 -0.5064 -2.7280  0.430
O 2.4972 -0.9633 -3.6433  -0.494
Br -0.1811 -2.3351 -2.3141  -0.176
H -1.9761 1.7841 1.0361  0.308
H -2.7883 0.9107 2.4329  0.348
H -2.6237 0.0381 0.8413  0.320
H 1.6565 -0.0378 1.2643  0.355
H 2.7803 -0.2332 -4.2370  0.371


[5]
A molecular structure, C2H5CdF14NO5P2S2 in a non-equilibrium geometry, computed with the ωB97M-V functional and the def2-TZVPD basis.

Properties
Relative energy (zero: lowest compared OMol25 entry of this formula, charge and spin), kJ/mol: 178.5
Total charge: -2
Kohn-Sham gap, eV: 7.59
E_LUMO, eV: 4.886
2S+1: 1
M, g mol⁻¹: 627.5

Last column: Mulliken charge in e.
Atoms and positions in Å:
Cd -0.1517 -0.3061 -0.1765  2.084
C -1.4915 0.9107 3.9503  -1.284
C -1.2035 1.2747 2.4973  -0.164
O -0.9807 0.1998 1.6476  -0.655
H -2.5227 0.7247 4.2685  0.319
H -1.2191 1.7684 4.5789  0.346
H -0.9456 0.0446 4.3311  0.321
H -0.3725 1.9706 2.3177  0.207
H -2.0171 1.9605 2.1919  0.186
N -0.6283 0.3040 -1.9907  0.120
S -0.1254 0.0815 -3.4294  0.858
O 0.1818 1.2881 -4.1663  -0.595
O -0.5409 -1.1287 -4.1112  -0.565
F 1.3165 -0.4047 -2.9537  -0.296
S -1.9655 1.2492 -2.5843  0.900
O -2.9186 0.6121 -3.4623  -0.571
O -1.7798 2.6629 -2.7261  -0.549
F -2.6951 1.1098 -1.1486  -0.302
P 2.7179 1.3040 0.5764  1.152
F 1.8858 -0.0959 0.3318  -0.582
F 1.4172 2.1560 0.1088  -0.401
F 2.2516 1.2158 2.1167  -0.362
F 3.5040 2.6890 0.9094  -0.363
F 4.0449 0.4525 1.0532  -0.385
F 3.2195 1.3356 -0.9371  -0.351
P 0.1750 -3.4391 -0.3903  1.321
F -0.6346 -3.3591 -1.8330  -0.369
F 1.4483 -4.1421 -1.0425  -0.364
F 0.8777 -1.9830 -0.7894  -0.535
F 0.8377 -3.3769 1.0400  -0.344
F -1.0464 -2.2897 -0.0383  -0.465
F -0.6391 -4.7891 -0.1395  -0.314


[6]
C2H5Cl2N in the gas phase in a non-equilibrium geometry, computed with the ωB97M-V functional and the def2-TZVPD basis.

Properties
Relative energy (zero: lowest compared OMol25 entry of this formula, charge and spin), kJ/mol: 18.1
Kohn-Sham gap, eV: 10.63
E_LUMO, eV: 0.734
2S+1: 1
M, g mol⁻¹: 114.0
SMILES string: NCC(Cl)Cl

Last column: Mulliken charge in e.
Atoms and positions in Å:
N -0.3807 0.1550 -1.3937  -0.551
C 0.5291 -0.0040 -0.3413  -0.809
C 0.0823 -0.0257 1.0437  0.102
Cl -0.4726 1.6020 1.4635  -0.155
Cl -1.0071 -1.4718 1.2759  -0.170
H -1.1354 0.7846 -1.0449  0.243
H -0.8599 -0.6948 -1.6379  0.283
H 1.2980 0.7980 -0.5461  0.308
H 1.0037 -0.9340 -0.4420  0.419
H 0.9426 -0.2091 1.6227  0.330


[7]
A molecular structure, C2H5Cl2NO3S in a non-equilibrium geometry, computed with the ωB97M-V functional and the def2-TZVPD basis.

Properties
Relative energy (zero: lowest compared OMol25 entry of this formula, charge and spin), kJ/mol: 398.2
Kohn-Sham gap, eV: 9.84
E_LUMO, eV: -0.231
2S+1: 1
M, g mol⁻¹: 194.0

Last column: Mulliken charge in e.
Atoms and positions in Å:
C 0.4729 -0.3034 0.0496  -1.187
C 1.3245 0.3087 -1.0325  -0.053
N -0.4505 -2.4566 -1.8354  -0.196
O -0.5413 -1.1084 -4.1073  -0.516
O -1.6863 0.0032 -2.2915  -0.533
O 0.8487 -0.1414 -2.3659  -0.273
S -0.5347 -0.7200 -2.7528  1.195
Cl 0.9691 -3.3266 -2.3341  -0.007
Cl -1.8760 -3.0739 -2.6347  -0.036
H -0.5730 -0.1688 -0.0699  0.426
H 0.6806 -1.2987 0.2817  0.346
H 0.5731 0.4061 0.9879  0.318
H 2.4018 0.2703 -1.2250  0.314
H 1.0462 1.4404 -0.9053  0.202


[8]
2 unconnected molecules or ions with the total composition C2H5Cl2NO3S in a non-equilibrium geometry, computed with the ωB97M-V functional and the def2-TZVPD basis.

Properties
Relative energy (zero: lowest compared OMol25 entry of this formula, charge and spin), kJ/mol: 221.1
Kohn-Sham gap, eV: 7.84
E_LUMO, eV: -0.184
2S+1: 1
M, g mol⁻¹: 194.0

Last column: Mulliken charge in e.
Atoms and positions in Å:
C -1.6032 -0.6764 0.4364  -0.352
C 0.9466 -0.7412 0.2763  -0.042
N -1.7700 -0.6257 -0.8712  -0.254
O 0.4657 1.7228 0.9563  -0.488
O 0.3103 1.1044 -1.4096  -0.642
O 2.5310 1.4092 -0.3340  -0.596
S 1.1839 0.9338 -0.2752  1.117
Cl 1.8857 -1.0024 1.7071  -0.180
Cl 1.3686 -1.7634 -1.0587  -0.161
H -1.8131 -1.5886 0.9699  0.312
H -1.4758 0.2483 0.9701  0.345
H -1.3266 0.1674 -1.3525  0.344
H -1.8029 -1.4944 -1.3906  0.261
H 1.0998 2.3064 1.3757  0.337